{
  "formula": "C6H10",
  "method": "ωB97M-V with the def2-TZVPD basis set",
  "spin_multiplicity": 1,
  "e_homo_ev": -8.3,
  "e_above_lowest_kj_mol": 283.05,
  "species": ["C", "C", "C", "H", "C", "H", "H", "H", "H", "H", "H", "C", "H", "H", "C", "H"],
  "coordinates": [[-0.688, 0.052, 0.461], [0.179, -0.453, -1.647], [-0.961, -0.743, 1.738], [0.770, 1.685, 0.860], [-0.975, -0.752, -0.773], [-0.263, -1.587, 1.800], [0.035, -0.600, -2.721], [-0.834, -0.134, 2.639], [-1.465, 0.838, 0.359], [1.465, 0.059, 0.771], [0.386, 1.702, -1.583], [0.702, 0.723, 0.340], [0.773, -1.334, -1.299], [1.949, 0.871, -1.486], [0.900, 0.821, -1.176], [-1.976, -1.150, 1.718]]
}

{
  "formula": "C33H56CrN6SbSi3",
  "method": "ωB97M-V with the def2-TZVPD basis set",
  "spin_multiplicity": 2,
  "s_squared": 0.792,
  "total_charge": 2,
  "e_homo_ev": [-13.0, -13.1],
  "species": ["C", "H", "C", "H", "H", "Si", "H", "C", "H", "H", "C", "C", "H", "H", "H", "C", "H", "H", "H", "H", "H", "H", "H", "N", "H", "C", "H", "H", "C", "N", "H", "C", "H", "C", "H", "C", "C", "H", "H", "C", "H", "C", "C", "C", "C", "C", "H", "H", "H", "C", "H", "H", "C", "H", "H", "H", "Si", "H", "N", "H", "C", "H", "C", "H", "H", "H", "H", "H", "H", "C", "H", "H", "H", "C", "H", "N", "H", "Sb", "H", "C", "Si", "C", "N", "C", "H", "C", "Cr", "H", "C", "H", "C", "H", "H", "H", "C", "H", "C", "N", "C", "H"],
  "coordinates": [[2.486, 5.437, 3.379], [1.574, 5.866, 2.960], [2.793, 2.988, 1.275], [5.905, 3.752, 1.804], [1.465, -1.174, 2.735], [2.626, 3.575, 3.131], [5.066, 3.182, 3.630], [-0.135, -2.087, 1.657], [-3.648, 1.243, -0.934], [3.878, 6.739, -0.146], [0.613, 2.293, -1.597], [3.093, 6.048, 0.172], [-0.261, -3.891, -0.247], [-2.283, -0.216, 1.065], [5.651, 0.966, -3.400], [-0.115, 4.331, -0.652], [-0.116, -0.940, 3.485], [6.048, -1.322, 1.419], [6.508, 1.618, 1.551], [-1.939, -4.066, -2.106], [3.265, 4.066, -2.024], [-0.841, 1.359, -0.297], [6.215, 0.637, 0.097], [4.455, 0.383, -1.843], [5.275, 5.360, 2.150], [-2.067, -2.996, -2.009], [1.530, -2.417, 0.582], [4.214, 2.678, -1.495], [3.729, 0.322, -4.125], [-1.234, -0.923, -1.139], [-1.220, 0.890, 3.158], [3.738, -3.221, -1.260], [-2.988, 1.297, 1.629], [5.814, -1.930, 0.544], [6.245, -2.920, 0.708], [3.292, -0.133, -1.451], [0.726, 4.088, 0.408], [5.851, 2.367, 0.068], [2.708, -3.532, -1.444], [5.472, 4.641, 1.353], [4.095, -2.708, -2.155], [-2.591, 1.131, -1.181], [-3.307, -0.991, -2.325], [3.038, -0.476, -0.031], [1.094, 2.864, 3.987], [0.039, -2.922, -0.656], [4.124, 3.478, 5.082], [-0.744, 5.212, -0.670], [1.099, 3.249, 5.010], [-1.136, -2.250, -1.308], [2.446, -3.708, 1.619], [2.671, 6.448, 1.093], [4.673, 0.575, -3.142], [0.795, 4.796, 1.222], [4.072, 1.895, 4.319], [3.336, 5.989, 2.981], [3.968, -2.147, 0.274], [-0.678, 3.638, -2.631], [1.375, 1.992, -0.510], [-3.900, -2.896, -3.121], [0.412, -0.972, 2.530], [4.332, -4.131, -1.152], [-0.925, 1.096, 2.127], [4.115, -3.758, 2.108], [1.088, 1.774, 4.072], [2.320, 6.064, -0.596], [6.229, 5.087, 0.704], [1.364, -0.943, -2.074], [-0.695, 2.156, 2.043], [-3.157, -2.345, -2.560], [6.308, -1.500, -0.328], [0.161, 3.202, 3.537], [3.116, -2.429, 2.658], [3.319, -3.075, 1.802], [-0.006, -3.051, 2.155], [-1.796, 1.549, -0.051], [5.013, 4.203, -1.870], [3.894, 1.002, 1.434], [2.456, 5.624, 4.455], [4.123, 3.756, -1.421], [3.903, 4.353, 0.348], [-0.106, 3.450, -1.734], [0.603, -2.054, 0.377], [5.864, 1.474, 0.684], [0.805, -3.114, -1.409], [1.591, 2.974, 0.415], [1.036, -0.037, -0.163], [3.958, 0.485, -5.168], [-2.344, -0.313, -1.592], [-1.197, -1.946, 1.467], [-2.091, 0.855, 1.192], [-4.178, -0.455, -2.679], [0.598, 1.549, -2.386], [1.071, 0.912, 2.217], [2.283, -0.423, -2.385], [1.734, -0.390, -4.467], [4.112, 2.965, 4.117], [0.329, 0.331, 1.823], [2.497, -0.170, -3.731], [-2.386, 1.806, -2.017]]
}

{
  "formula": "CH2O4",
  "method": "ωB97M-V with the def2-TZVPD basis set",
  "spin_multiplicity": 1,
  "e_homo_ev": -10.3,
  "e_above_lowest_kj_mol": 425.14,
  "species": ["H", "O", "O", "O", "H", "C", "O"],
  "coordinates": [[0.221, 1.385, -0.773], [0.025, 0.450, -0.914], [-2.822, -0.129, -0.059], [-1.688, -0.994, -0.283], [-0.300, 0.012, 1.152], [-0.840, 0.133, 0.103], [-1.896, 1.003, 0.275]]
}

The records above give, respectively, calculated total energy values of -234.49470; -3772.33420; -340.03161 Ha.